1.
Below is a molecular structure, C45H49Ge2HgN7O9S2 at a distorted geometry, with properties calculated with ωB97M-V/def2-TZVPD.

Its net charge is -2. The value obtained for the lowest unoccupied orbital energy is 3.2 eV. For the highest occupied orbital energy, the calculation gives -1.34 eV. The calculation puts the HOMO-LUMO gap at 0.168 hartree. For the strongest force on any atom, the calculation gives 1.38 eV/A.

Last column: Mulliken charge in e.
Cartesian coordinates (Å):
Hg1 -0.5404 -0.7693 -0.3431  2.72
C1 -2.8332 -3.5184 0.4527  -1.52
N1 -3.0069 -2.1584 -0.0489  1.72
C2 -3.7708 -2.0947 -1.2918  -1.28
C3 -3.3700 -1.0051 -2.2707  0.77
C4 -4.3074 -0.0923 -2.7343  -0.86
C5 -3.9363 0.8083 -3.7223  -0.74
C6 -2.6576 0.7396 -4.2458  -0.63
C7 -1.7860 -0.2084 -3.7232  0.09
N2 -2.1279 -1.0488 -2.7542  0.17
C8 -3.5133 -1.2672 0.9870  -2.03
C9 -3.2057 0.2234 0.8765  1.02
C10 -3.8179 1.0229 1.8227  -0.99
C11 -3.4869 2.4137 1.8239  -0.95
C12 -2.6937 2.9308 0.8719  -1.10
C13 -2.1050 2.0713 -0.2160  0.00
N3 -2.3908 0.6444 -0.0792  0.54
C14 -1.6826 -4.2917 -0.1658  0.85
C15 -1.0471 -5.3029 0.5422  -0.64
C16 0.0514 -5.9251 -0.0322  -0.40
C17 0.4530 -5.5489 -1.3023  -0.63
C18 -0.2836 -4.5673 -1.9539  -0.46
N4 -1.3178 -3.9497 -1.3957  0.05
H1 -3.7507 -4.1126 0.3037  0.27
H2 -2.6485 -3.4658 1.5258  0.23
H3 -4.8435 -1.9875 -1.0627  0.24
H4 -3.6141 -3.0351 -1.8181  0.50
H5 -5.3056 -0.0725 -2.3141  0.32
H6 -4.6420 1.5475 -4.0833  0.35
H7 -2.3328 1.4093 -5.0321  0.51
H8 -0.7756 -0.3055 -4.1107  0.30
H9 -3.1009 -1.5959 1.9431  0.32
H10 -4.6102 -1.3494 1.0514  0.24
H11 -4.4745 0.5953 2.5725  0.31
H12 -3.8952 3.0578 2.5987  0.37
H13 -2.4600 3.9891 0.8681  0.37
H14 -2.4480 2.4069 -1.2159  0.09
H15 -1.3841 -5.5651 1.5375  0.54
H16 0.5929 -6.6882 0.5168  0.39
H17 1.3230 -5.9677 -1.7902  0.45
H18 -0.0175 -4.2660 -2.9592  0.55
O1 0.9276 -0.9959 -5.1326  -0.62
S1 1.9604 -1.8498 -4.5779  0.80
O2 1.5677 -3.2196 -4.3122  -0.60
O3 3.2615 -1.7413 -5.2071  -0.61
S2 2.1568 -1.0779 -2.5376  0.00
C19 3.6625 -3.2586 0.3230  -1.15
Ge1 3.1782 -1.7734 1.5502  0.78
C20 3.9675 -2.2522 3.3178  -1.31
C21 4.1785 -0.2379 0.8125  -1.00
Ge2 0.7523 -1.3653 1.7392  -0.49
C22 0.1963 -2.9530 2.8463  -0.02
C23 -0.7677 -2.8500 3.8524  -0.10
C24 -1.1362 -3.9468 4.6222  -0.70
C25 -0.5369 -5.1827 4.4115  -0.46
C26 0.4376 -5.3038 3.4293  -0.92
C27 0.7896 -4.2039 2.6576  0.17
C28 0.5989 0.1013 3.0621  0.31
C29 -0.6519 0.5984 3.4303  0.81
C30 -0.7740 1.6358 4.3426  -1.19
C31 0.3592 2.2085 4.9056  -0.69
C32 1.6133 1.7435 4.5344  -1.09
C33 1.7261 0.7061 3.6162  0.07
H19 3.9010 -2.8326 -0.6525  0.38
H20 2.8460 -3.9683 0.1780  0.17
H21 4.5370 -3.7944 0.7004  0.44
H22 5.0032 -2.5848 3.2088  0.49
H23 3.3842 -3.0561 3.7736  0.32
H24 3.9449 -1.3982 3.9963  0.34
H25 5.1608 -0.5586 0.4581  0.48
H26 4.3021 0.5799 1.5247  0.44
H27 3.6153 0.1352 -0.0445  0.00
H28 -1.2303 -1.8886 4.0480  0.30
H29 -1.8834 -3.8372 5.4008  0.41
H30 -0.8211 -6.0402 5.0106  0.33
H31 0.9344 -6.2565 3.2760  0.33
H32 1.5536 -4.3170 1.8947  0.06
H33 -1.5499 0.2076 2.9599  0.16
H34 -1.7586 2.0105 4.5990  0.39
H35 0.2674 3.0281 5.6093  0.35
H36 2.5056 2.1988 4.9503  0.40
H37 2.7127 0.3850 3.3070  -0.02
C34 1.4717 2.3803 -4.3310  -1.57
C35 2.3118 1.7889 -3.1874  2.56
C36 3.6840 1.3909 -3.7283  -1.94
C37 2.5570 2.8376 -2.0823  -1.25
C38 1.5432 0.5965 -2.5701  -1.37
N5 0.4442 0.6939 -1.9184  -0.86
H38 1.9849 3.2501 -4.7527  0.48
H39 0.4895 2.6907 -3.9718  0.09
H40 1.3413 1.6326 -5.1128  0.31
H41 4.1334 2.2670 -4.2061  0.51
H42 3.6281 0.6022 -4.4672  0.43
H43 4.3421 1.0592 -2.9216  0.29
H44 3.4067 3.4673 -2.3624  0.58
H45 2.7844 2.3548 -1.1278  0.05
H46 1.6936 3.4687 -1.9324  0.04
O4 0.1826 1.6284 0.5346  -0.34
C39 -0.5077 2.2950 -0.3115  0.18
O5 -0.1426 1.9280 -1.8183  0.97
C40 -0.2677 3.8018 -0.3420  0.67
C41 -0.6736 4.5826 -1.4169  -0.51
C42 -0.3998 5.9445 -1.4137  -0.72
C43 0.2492 6.5495 -0.3539  -0.36
C44 0.6265 5.7562 0.7123  -0.65
C45 0.3861 4.3875 0.7267  -0.76
N6 1.2820 6.3938 1.8497  1.08
O6 1.3898 7.6087 1.8472  -0.69
O7 1.6904 5.6896 2.7452  -0.63
N7 -0.8121 6.7658 -2.5448  1.11
O8 -0.4894 7.9397 -2.5533  -0.69
O9 -1.4610 6.2466 -3.4265  -0.64
H47 -1.1625 4.1332 -2.2687  0.63
H48 0.4519 7.6079 -0.3592  0.59
H49 0.7136 3.7656 1.5523  0.65

***

2.
Below is a molecular structure, C45H50AlN6O15 at a distorted geometry, with properties calculated with ωB97M-V/def2-TZVPD.

Its net charge is -1. The value obtained for the lowest unoccupied orbital energy is -0.1 eV. For the highest occupied orbital energy, the calculation gives -5.47 eV. The calculation puts the HOMO-LUMO gap at 0.199 hartree. For the strongest force on any atom, the calculation gives 3.19 eV/A.

Last column: Mulliken charge in e.
Cartesian coordinates (Å):
C1 1.2689 -3.8484 -1.2755  -0.49
O1 0.3393 -3.3348 -2.2890  -0.31
C2 0.9287 -2.2837 -3.1277  -0.22
C3 -0.2977 -1.1849 -3.4231  -0.74
C4 -0.7141 -0.4061 -2.0039  0.11
C5 0.4868 0.7093 -1.7517  -0.28
C6 0.2773 1.6236 -0.4063  0.10
C7 1.6519 2.5651 -0.2750  -0.88
C8 2.8223 1.7588 0.5429  1.66
C9 3.8869 0.8052 -0.3234  -0.16
O2 5.2588 0.8304 0.2556  -0.76
Al1 5.3429 2.6321 0.8052  0.70
O3 3.4983 2.8364 1.2943  -0.79
H1 1.4218 -5.0169 -1.4035  0.21
H2 0.7404 -3.7069 -0.2209  0.19
H3 2.3065 -3.3125 -1.2232  0.24
H4 1.2387 -2.7274 -4.1822  0.24
H5 1.8779 -1.7603 -2.6887  0.14
H6 -1.2021 -1.7444 -3.9183  0.34
H7 0.1404 -0.3191 -4.1186  0.30
H8 -1.7208 0.2087 -2.1851  -0.07
H9 -0.8412 -1.1626 -1.0993  0.24
H10 0.4317 1.4500 -2.6806  0.19
H11 1.5597 0.2416 -1.7623  -0.21
H12 -0.6948 2.2883 -0.6001  -0.06
H13 0.1149 0.9825 0.5856  0.17
H14 1.4112 3.6420 0.1733  0.23
H15 2.0309 2.7141 -1.3958  0.25
H16 2.3128 0.9625 1.2624  -0.73
H17 3.5038 -0.2792 -0.0124  0.10
H18 3.9294 1.0386 -1.4886  0.19
H19 6.4140 2.5773 2.0017  -0.41
H20 5.7261 3.6305 -0.3967  -0.27
C10 -6.3111 4.1247 -0.5074  -0.37
C11 -5.1524 4.9020 -0.4716  -0.78
C12 -3.9916 4.4577 -1.1076  -0.34
C13 -4.0038 3.2298 -1.7835  -0.22
C14 -5.1634 2.4438 -1.8146  -0.31
C15 -6.3174 2.8974 -1.1725  -0.26
N1 -2.7941 2.7691 -2.4756  1.09
O4 -1.7830 3.4838 -2.4090  -0.57
O5 -2.8543 1.6944 -3.0901  -0.68
H21 -7.2154 4.4780 -0.0149  0.33
H22 -5.1550 5.8567 0.0500  0.38
H23 -3.0968 5.0751 -1.0705  0.45
H24 -5.1854 1.4866 -2.3313  0.51
H25 -7.2235 2.2959 -1.1935  0.86
C16 3.1278 -0.5725 4.0413  -0.31
C17 2.8589 -1.1007 5.3049  -0.60
C18 3.9087 -1.4122 6.1711  -0.37
C19 5.2299 -1.1854 5.7614  -0.11
C20 5.5030 -0.6623 4.4904  -0.39
C21 4.4449 -0.3574 3.6319  -0.12
N2 6.3368 -1.4869 6.6770  1.03
O6 6.0552 -1.9661 7.7855  -0.61
O7 7.4887 -1.2413 6.2910  -0.60
H26 2.3057 -0.3259 3.3716  0.33
H27 1.8298 -1.2670 5.6162  0.37
H28 3.6826 -1.8232 7.1526  0.43
H29 6.5237 -0.4859 4.1577  0.47
H30 4.6464 0.0519 2.6444  0.38
C22 -7.9812 -4.0328 -2.2495  -0.38
C23 -7.7463 -3.3963 -3.4693  -0.47
C24 -7.7063 -2.0022 -3.5349  -0.32
C25 -7.8991 -1.2520 -2.3666  0.10
C26 -8.1427 -1.8883 -1.1421  -0.21
C27 -8.1833 -3.2830 -1.0895  -0.53
N3 -7.8329 0.2132 -2.4244  0.97
O8 -7.6342 0.7392 -3.5296  -0.54
O9 -7.9752 0.8399 -1.3647  -0.61
H31 -8.0059 -5.1202 -2.2023  0.37
H32 -7.5912 -3.9875 -4.3693  0.37
H33 -7.5221 -1.5212 -4.4931  0.44
H34 -8.2989 -1.3183 -0.2287  0.40
H35 -8.3687 -3.7864 -0.1432  0.36
C28 -13.6122 2.5758 0.1429  -0.36
C29 -13.0236 2.7790 -1.1063  -0.53
C30 -11.7359 3.3113 -1.1948  -0.21
C31 -11.0418 3.6338 -0.0205  -0.01
C32 -11.6333 3.4381 1.2346  -0.26
C33 -12.9227 2.9076 1.3104  -0.49
N4 -9.6781 4.1700 -0.1062  1.06
O10 -9.1968 4.3465 -1.2353  -0.54
O11 -9.0848 4.4114 0.9549  -0.64
H36 -14.6143 2.1551 0.2070  0.37
H37 -13.5678 2.5192 -2.0117  0.37
H38 -11.2911 3.4636 -2.1758  0.44
H39 -11.1080 3.6886 2.1538  0.43
H40 -13.3894 2.7491 2.2801  0.36
C34 9.1577 -5.9814 5.7320  -0.48
C35 8.2784 -4.9092 5.5724  -0.30
C36 6.9584 -5.1392 5.1798  -0.34
C37 6.5264 -6.4532 4.9531  0.00
C38 7.4091 -7.5308 5.1051  -0.36
C39 8.7276 -7.2881 5.4953  -0.37
N5 5.1331 -6.7035 4.5649  0.97
O12 4.3882 -5.7225 4.4223  -0.58
O13 4.7806 -7.8810 4.4061  -0.60
H41 10.1845 -5.7976 6.0437  0.36
H42 8.6215 -3.8935 5.7573  0.38
H43 6.2855 -4.2929 5.0599  0.55
H44 7.0885 -8.5552 4.9276  0.41
H45 9.4197 -8.1182 5.6190  0.36
C40 7.5822 2.2501 -2.4853  -0.19
C41 7.4793 1.2961 -3.4989  -0.55
C42 8.2325 1.4317 -4.6667  -0.27
C43 9.0929 2.5292 -4.8077  -0.06
C44 9.1925 3.4925 -3.7950  -0.26
C45 8.4321 3.3477 -2.6328  -0.48
N6 9.9064 2.6638 -6.0220  0.96
O14 9.7759 1.8010 -6.9031  -0.60
O15 10.6796 3.6296 -6.0950  -0.60
H46 6.9972 2.1372 -1.5742  0.28
H47 6.8136 0.4443 -3.3772  0.42
H48 8.1410 0.6796 -5.4473  0.41
H49 9.8526 4.3518 -3.8933  0.41
H50 8.5046 4.0885 -1.8396  0.39